26
Properties=species:S:1:pos:R:3:mulliken_charge:R:1 method="wB97M-V/def2-TZVPD" charge=0 max_force_ev_per_a=2.11 homo_lumo_gap_ha=0.3583 smiles="CC(=O)NCC=O.O.O.O.O" relative_energy_kcal_mol=50.6 molar_mass_g_mol=173.17
C -1.977 0.201 2.275 -0.974
C -2.067 1.327 1.274 0.631
N -1.175 1.414 0.208 -0.164
C -0.059 0.541 -0.194 -0.614
C -0.620 -0.878 -0.311 0.028
O -0.154 -1.844 -0.865 -0.536
O -3.030 2.069 1.140 -0.657
H -2.346 0.446 3.251 0.367
H -2.787 -0.446 1.907 0.237
H -0.973 -0.223 2.229 0.291
H -1.288 2.322 -0.218 0.236
H 0.234 0.838 -1.188 0.444
H 0.755 0.618 0.510 0.282
H -1.660 -1.008 -0.007 0.413
H -3.623 -0.606 -0.839 0.307
H -5.142 -0.904 -0.546 0.284
O -4.256 -0.919 -0.184 -0.586
H 3.038 -0.227 -1.261 0.374
H 1.780 -1.214 -1.522 0.262
O 2.168 -0.561 -0.937 -0.597
H 4.565 1.274 -0.222 0.318
H 3.910 0.468 0.985 0.313
O 4.548 0.449 0.263 -0.648
H 4.080 -1.920 -2.207 0.313
H 4.692 -1.237 -0.924 0.363
O 4.530 -1.142 -1.869 -0.687

101
Properties=species:S:1:pos:R:3:mulliken_charge:R:1 method="wB97M-V/def2-TZVPD" charge=+1 max_force_ev_per_a=0.56 s_squared=6.011 homo_lumo_gap_ha="0.2991 / 0.2718" relative_energy_kcal_mol=2.5 molar_mass_g_mol=836.95 spin_multiplicity=5
Rh 0.309 0.429 1.359 2.427
B 2.346 1.166 3.979 0.296
N 0.941 0.719 4.445 -0.215
C 0.505 0.559 5.696 -0.109
C -0.798 0.089 5.660 -1.487
C -1.081 -0.016 4.304 -0.618
N -0.030 0.372 3.575 0.739
N 2.941 0.046 3.069 -1.203
C 4.136 -0.544 3.187 -0.079
C 4.331 -1.378 2.099 -1.708
C 3.162 -1.238 1.350 -1.402
N 2.335 -0.375 1.942 1.428
H 2.249 2.198 3.349 -0.198
H 3.058 1.278 4.940 -0.125
H 1.152 0.783 6.528 0.450
H -1.438 -0.145 6.491 0.451
H -1.982 -0.362 3.826 0.535
H 4.760 -0.335 4.040 0.468
H 5.177 -2.012 1.900 0.493
H 2.870 -1.691 0.420 1.307
C -0.247 1.221 -2.653 0.871
Si -2.019 1.263 -2.022 -0.385
C -3.085 2.263 -3.199 -1.073
C -2.605 -0.522 -2.090 -0.588
C -2.194 2.007 -0.316 1.143
Si -1.998 3.868 -0.082 0.397
C -3.724 4.609 -0.189 -1.175
C -0.944 4.681 -1.412 -0.981
C -1.284 4.347 1.584 -1.083
Si -3.280 1.109 0.889 -0.706
C -3.431 1.883 2.585 -1.159
C -5.023 1.028 0.192 -1.318
C -2.710 -0.700 1.174 -0.359
C -3.680 -1.697 1.266 -0.637
C -3.323 -3.010 1.529 -0.958
C -1.984 -3.313 1.704 -1.002
C -1.065 -2.285 1.603 -0.868
N -1.411 -1.022 1.343 2.040
H -0.255 0.786 -3.657 0.338
H 0.348 0.584 -1.995 -1.780
H 0.238 2.193 -2.701 0.599
H -3.038 1.823 -4.198 0.384
H -2.762 3.302 -3.274 0.334
H -4.131 2.257 -2.883 0.300
H -2.449 -0.907 -3.102 0.411
H -3.666 -0.630 -1.863 0.394
H -2.051 -1.161 -1.399 -0.326
H -4.198 4.408 -1.151 0.311
H -3.638 5.694 -0.081 0.387
H -4.389 4.254 0.601 0.289
H -0.740 4.044 -2.269 0.180
H 0.017 4.991 -0.997 0.344
H -1.447 5.576 -1.787 0.461
H -1.972 4.165 2.407 0.347
H -1.091 5.424 1.554 0.437
H -0.337 3.857 1.814 0.251
H -3.976 2.826 2.515 0.426
H -2.476 2.074 3.072 0.208
H -4.012 1.219 3.231 0.407
H -5.333 2.032 -0.106 0.333
H -5.720 0.692 0.963 0.426
H -5.129 0.376 -0.675 0.385
H -4.721 -1.442 1.122 0.452
H -4.078 -3.782 1.598 0.450
H -1.649 -4.319 1.915 0.516
H -0.007 -2.466 1.743 0.389
C 4.454 0.894 -1.505 -1.094
N 3.126 1.326 -1.112 0.022
C 2.855 1.924 0.033 0.343
N 3.835 2.214 0.877 -0.225
S 1.236 2.411 0.419 -0.632
H 4.404 0.510 -2.519 0.232
H 4.819 0.103 -0.845 0.300
H 5.148 1.737 -1.491 0.456
H 2.336 1.103 -1.696 -0.012
H 4.758 1.827 0.760 0.263
H 3.565 2.524 1.803 0.181
O 0.800 -1.224 -0.574 -0.086
S 0.622 -1.770 -1.966 0.799
C 0.304 -3.515 -1.772 0.510
C 0.640 -4.166 -0.594 -0.230
C 0.368 -5.520 -0.475 -1.029
C -0.239 -6.203 -1.522 -0.607
C -0.581 -5.536 -2.690 -0.797
C -0.316 -4.181 -2.818 -0.694
C 2.234 -1.867 -2.744 0.625
C 3.228 -2.748 -2.328 -0.506
C 4.435 -2.776 -3.006 -0.801
C 4.648 -1.928 -4.089 -0.494
C 3.659 -1.044 -4.493 -0.850
C 2.442 -1.013 -3.819 -0.305
H 1.098 -3.613 0.216 0.476
H 0.628 -6.044 0.436 0.510
H -0.452 -7.259 -1.424 0.422
H -1.064 -6.068 -3.498 0.445
H -0.592 -3.647 -3.720 0.477
H 3.050 -3.429 -1.506 0.427
H 5.207 -3.469 -2.700 0.448
H 5.588 -1.965 -4.624 0.419
H 3.823 -0.390 -5.338 0.448
H 1.655 -0.340 -4.134 0.294

71
Properties=species:S:1:pos:R:3:mulliken_charge:R:1 method="wB97M-V/def2-TZVPD" charge=+3 max_force_ev_per_a=3.16 homo_lumo_gap_ha="0.2269 / 0.2079" relative_energy_kcal_mol=30.2 molar_mass_g_mol=587.48
La 0.434 -1.017 -0.142 1.328
P 1.931 1.266 1.179 0.756
P -1.402 0.365 2.034 0.601
P -1.674 3.055 -1.923 0.816
H 0.976 -3.096 -5.234 0.341
C 0.786 -2.061 -5.046 -0.824
C 1.714 -1.350 -4.204 -0.328
H 2.710 -1.778 -4.141 0.484
C 3.322 0.551 2.151 -1.429
C 1.316 2.464 2.450 -1.340
C 2.864 2.474 0.130 -1.144
C -2.964 -0.518 1.750 -1.199
C -0.970 -0.404 3.673 -1.322
C -2.103 1.935 2.705 -1.460
C -1.937 4.006 -3.438 -1.233
C -0.841 4.004 -0.652 -0.689
C -3.015 2.156 -1.261 -0.601
H 0.049 -1.534 -5.617 0.359
H 1.767 -0.252 -4.386 0.320
H 3.569 -0.451 1.762 0.315
H 3.039 0.465 3.211 0.380
H 4.197 1.214 2.062 0.479
H 0.768 1.928 3.242 0.315
H 0.656 3.211 1.976 0.278
H 2.191 2.968 2.895 0.530
H 3.036 2.029 -0.869 0.304
H 3.836 2.678 0.623 0.465
H 2.301 3.423 0.022 0.316
H -3.615 -0.394 2.631 0.429
H -2.787 -1.592 1.591 0.387
H -3.468 -0.104 0.867 0.346
H -1.800 -0.207 4.372 0.551
H -0.045 0.026 4.087 0.348
H -0.833 -1.488 3.553 0.325
H -2.790 1.688 3.528 0.530
H -2.674 2.470 1.936 0.334
H -1.330 2.606 3.099 0.416
H -2.924 4.489 -3.382 0.421
H -1.912 3.272 -4.277 0.373
H -1.140 4.764 -3.593 0.378
H -1.175 5.048 -0.711 0.493
H 0.259 3.986 -0.750 0.173
H -1.092 3.622 0.351 0.054
H -3.930 2.570 -1.698 0.511
H -3.082 2.256 -0.172 0.019
H -2.960 1.102 -1.524 0.165
C -0.006 -0.419 -2.605 -0.084
C -1.357 -0.788 -2.830 -0.596
C -1.699 -2.147 -2.852 -0.737
C -0.761 -3.152 -2.556 -0.472
C 0.563 -2.855 -2.186 -0.435
C 1.100 -1.522 -2.643 -0.410
S 0.746 1.109 -2.820 -0.137
H -0.552 2.139 -2.489 -0.241
H -2.042 0.001 -3.158 0.875
H -2.696 -2.466 -3.157 0.567
H -1.092 -4.153 -2.839 0.474
H 1.283 -3.647 -1.927 0.481
H 2.063 -1.332 -2.124 0.325
C 2.150 -2.357 3.619 -0.758
C 1.437 -3.106 2.569 0.209
N 0.581 -2.680 1.619 0.169
C 0.021 -3.842 1.050 -0.280
C 0.644 -4.932 1.566 -0.838
N 1.547 -4.436 2.503 0.013
H 1.842 -2.696 4.611 0.423
H 3.229 -2.506 3.527 0.468
H 1.906 -1.312 3.482 -0.353
H -0.816 -3.769 0.353 0.596
H 0.494 -5.981 1.336 0.420
H 2.159 -4.995 3.086 0.253